(1)
# C2H8O2

3 unconnected molecules or ions with the total composition C2H8O2 (the ωB97M-V functional and the def2-TZVPD basis, OMol25).

Atoms and positions in Å:
C1 -0.3920 0.0566 -1.5947
C2 0.5720 -0.8060 -1.3056
H1 -0.2287 0.9989 -2.1030
H2 -1.4255 -0.1785 -1.3605
H3 1.5990 -0.4821 -1.2468
H4 0.2833 -1.7838 -0.9469
O1 0.0438 2.0966 0.9288
H5 0.8412 1.5652 0.8564
H6 -0.6395 1.4538 0.7163
O2 -0.6038 -0.8639 1.9701
H7 -0.1445 -1.6699 1.6650
H8 0.0947 -0.3869 2.4208

SMILES	C=C.O.O
ΔE to the lowest compared entry with this formula, charge and spin	18.9	kcal/mol
lowest unoccupied orbital energy	0.65	eV
spin multiplicity	1
HOMO level	-10.21	eV

=====

(2)
# C5H13IN

A gas-phase ion, C5H13IN (charge +1) at a distorted geometry (the ωB97M-V functional and the def2-TZVPD basis, OMol25).

Atoms and positions in Å:
C1 -0.6968 2.1393 0.0402
C2 -0.8776 0.5803 0.5215
I1 -2.8385 -0.1146 0.0703
N1 0.1510 -0.3478 -0.0411
C3 0.0813 -1.5959 0.8541
C4 1.5405 0.1412 0.0632
C5 -0.0862 -0.8801 -1.4509
H1 -1.2043 2.1530 -0.8838
H2 0.3867 2.4851 0.1248
H3 -1.2251 2.7382 0.7937
H4 -0.8684 0.5684 1.5533
H5 0.2354 -1.2247 1.9151
H6 -0.8766 -2.0151 0.8842
H7 0.8694 -2.2795 0.5707
H8 1.8235 1.0376 -0.5353
H9 1.6931 0.4357 1.1921
H10 2.1461 -0.7800 -0.3544
H11 -0.0083 -0.0105 -2.1662
H12 0.7002 -1.5698 -1.6097
H13 -0.9453 -1.4609 -1.5417

net charge	+1
SMILES	C[C@@H](I)[N+](C)(C)C
ΔE to the lowest compared entry with this formula, charge and spin	33.8	kcal/mol
lowest unoccupied orbital energy	-3.26	eV
spin multiplicity	1
HOMO level	-13.65	eV

=====

(3)
# C16H40N8O20

10 unconnected molecules or ions with the total composition C16H40N8O20 at a distorted geometry (the ωB97M-V functional and the def2-TZVPD basis, OMol25).

Atoms and positions in Å:
C1 0.6532 0.4668 1.0554
N1 0.2850 0.6571 -0.3399
O1 -0.8140 0.3691 -0.7805
O2 1.1939 1.0255 -1.0489
H1 1.5843 0.9993 1.1678
H2 0.7774 -0.5844 1.2659
H3 -0.0839 0.8911 1.7354
C2 4.3514 2.3684 -1.0584
N2 3.7337 2.3237 -2.3985
O3 3.3462 1.2505 -2.7524
O4 3.6831 3.3339 -3.0454
H4 5.2991 1.8453 -1.1772
H5 3.6978 1.8390 -0.3781
H6 4.5170 3.3936 -0.7614
C3 1.5678 5.8542 -0.2333
N3 1.2616 4.5845 0.4443
O5 1.7397 3.5883 -0.0308
O6 0.6586 4.6336 1.4607
H7 0.8645 6.6092 0.0819
H8 1.5614 5.6926 -1.3056
H9 2.5930 6.0738 0.0567
C4 5.4426 0.1461 3.3367
N4 3.9972 -0.1959 3.3999
O7 3.5464 -0.5116 4.4794
O8 3.3867 -0.1909 2.3706
H10 5.6390 0.9454 4.0431
H11 5.7067 0.4229 2.3279
H12 5.9801 -0.7488 3.6412
C5 1.9861 -1.6042 -3.3867
N5 3.3129 -2.2322 -3.2112
O9 4.1355 -2.0234 -4.0833
O10 3.4965 -2.8907 -2.2172
H13 2.0267 -0.8432 -4.1475
H14 1.6571 -1.2000 -2.4353
H15 1.3223 -2.4268 -3.6595
C6 -1.3030 -0.5793 6.1731
N6 -2.3605 -0.4585 5.1488
O11 -3.4843 -0.3631 5.5204
O12 -2.0278 -0.5042 3.9953
H16 -0.5462 0.1568 5.9330
H17 -0.8971 -1.5814 6.1216
H18 -1.7149 -0.3577 7.1483
C7 0.3115 2.4835 -3.7823
N7 -1.0573 2.2033 -4.2718
O13 -1.9457 2.1624 -3.4721
O14 -1.1921 2.0341 -5.4594
H19 0.3136 3.1419 -2.9134
H20 0.8569 2.9866 -4.5676
H21 0.7380 1.5539 -3.4165
C8 -2.7831 -1.4436 -2.2925
N8 -3.0228 -2.0638 -3.6486
O15 -3.3903 -1.3185 -4.5568
O16 -2.8496 -3.2636 -3.7586
H22 -3.1273 -0.4245 -2.4049
H23 -1.7117 -1.4567 -2.1419
H24 -3.3579 -2.0405 -1.5981
C9 -4.7996 0.0481 2.2791
C10 -3.7046 -0.2173 1.2639
O17 -3.5406 0.8635 0.3535
C11 -2.8935 1.9431 0.7884
C12 -2.7754 2.9673 -0.2965
O18 -2.4637 2.0848 1.8846
H25 -4.8219 1.0978 2.5482
H26 -4.7459 -0.5774 3.1674
H27 -5.7578 -0.2251 1.8208
H28 -2.7638 -0.5585 1.7035
H29 -3.9682 -1.0923 0.6587
H30 -3.6333 3.6490 -0.2450
H31 -2.7930 2.5421 -1.2939
H32 -1.8962 3.5781 -0.1058
C13 -0.1412 -3.5376 2.1450
C14 -0.3898 -3.2494 0.6717
O19 -0.9731 -4.4096 0.1063
C15 -0.7949 -4.6492 -1.2053
C16 -1.3598 -5.9962 -1.5806
O20 -0.2078 -3.9155 -1.9622
H33 -1.0871 -3.7375 2.6542
H34 0.2986 -2.6673 2.6309
H35 0.5347 -4.3810 2.2529
H36 -1.0079 -2.3631 0.5013
H37 0.5766 -3.0168 0.2014
H38 -0.5343 -6.7058 -1.6017
H39 -1.7415 -5.9319 -2.5982
H40 -2.1694 -6.2707 -0.9140

SMILES	C[N+](=O)[O-].C[N+](=O)[O-].C[N+](=O)[O-].C[N+](=O)[O-].C[N+](=O)[O-].C[N+](=O)[O-].C[N+](=O)[O-].C[N+](=O)[O-].CCOC(C)=O.CCOC(C)=O
ΔE to the lowest compared entry with this formula, charge and spin	5.3	kcal/mol
lowest unoccupied orbital energy	-0.32	eV
spin multiplicity	1
HOMO level	-10.18	eV

=====

no.,orbital gap (eV)
1,10.85
2,10.39
3,9.85